(1)
{
  "formula": "C24H51AlBr2F3O8P2",
  "method": "ωB97M-V/def2-TZVPD",
  "lumo_energy_ev": -0.06,
  "e_tot_ha": -7919.6273,
  "charge": -1,
  "symbols": ["C", "C", "C", "Al", "C", "C", "C", "F", "Br", "C", "F", "F", "Br", "C", "C", "C", "C", "C", "H", "H", "H", "H", "H", "H", "H", "H", "H", "H", "H", "H", "H", "H", "H", "H", "H", "H", "H", "H", "H", "O", "P", "O", "C", "C", "O", "C", "C", "O", "C", "C", "H", "H", "H", "H", "H", "H", "H", "H", "H", "H", "H", "H", "H", "H", "H", "O", "P", "O", "C", "C", "O", "C", "C", "O", "C", "C", "H", "H", "H", "H", "H", "H", "H", "H", "H", "H", "H", "H", "H", "H", "H"],
  "positions_angstrom": [[-2.11643, 0.79054, 5.79524], [-1.23552, 0.52909, 4.72687], [-0.77397, 1.69361, 3.76097], [-1.32055, 1.11753, 1.83245], [-1.72654, 2.73026, 0.63434], [-3.10085, 3.49632, 0.92900], [-4.32749, 2.56615, 1.30532], [-4.34693, 1.33746, 0.58908], [-4.45609, 2.26859, 3.28446], [-5.72752, 3.27239, 0.91235], [-5.78901, 4.45270, 1.66821], [-6.81971, 2.45984, 1.31801], [-5.94719, 3.54788, -1.02771], [0.30327, 0.08520, 1.09638], [1.56560, 1.00885, 0.75261], [-0.10879, -0.82688, -0.17545], [-0.02458, -2.39746, 0.17896], [-1.00179, -2.81502, 1.37479], [-2.38585, -0.08249, 6.45650], [-2.51117, 1.83759, 5.91756], [-0.84242, -0.51399, 4.49382], [0.34913, 1.88406, 3.82426], [-1.37002, 2.63051, 3.98692], [-2.54220, 0.09538, 1.98261], [-0.89537, 3.49522, 0.84005], [-1.60997, 2.42212, -0.45037], [-3.00821, 4.28156, 1.75303], [-3.34058, 4.10002, -0.01576], [0.60938, -0.65236, 1.92055], [1.56586, 2.02354, 1.25204], [1.70143, 1.08431, -0.37599], [2.50221, 0.46148, 1.12790], [-1.19457, -0.61962, -0.47409], [0.55099, -0.64699, -1.08099], [1.07417, -2.57976, 0.44503], [-0.30484, -2.99999, -0.74537], [-0.69402, -3.83486, 1.79107], [-2.09948, -2.82776, 1.05695], [-0.95007, -2.06156, 2.23206], [5.68073, 0.82455, 1.23115], [7.02168, 1.07269, 1.92709], [7.74384, 1.84909, 0.64660], [7.15089, 3.06162, 0.18428], [7.61424, 4.25294, 1.00508], [7.59036, -0.47610, 1.71146], [6.66501, -1.56427, 1.65234], [6.34141, -1.91640, 0.20893], [8.39155, 1.36814, 2.89822], [9.71791, 1.07986, 2.44880], [10.42219, 2.31428, 1.90843], [6.06042, 2.99387, 0.20446], [7.44718, 3.19468, -0.85868], [7.49590, 4.06726, 2.07592], [7.04461, 5.14455, 0.73643], [8.66967, 4.46269, 0.82424], [5.76033, -1.33356, 2.21820], [7.12971, -2.42435, 2.14151], [6.16190, -1.03456, -0.40829], [5.46105, -2.56166, 0.15587], [7.18237, -2.44550, -0.24622], [9.74435, 0.28197, 1.70864], [10.26245, 0.73063, 3.32842], [10.13857, 2.51109, 0.87529], [11.50595, 2.16791, 1.91087], [10.17851, 3.20272, 2.49407], [-4.95291, -2.39173, -1.61087], [-5.66555, -2.96023, -2.84170], [-4.57005, -2.39477, -3.95673], [-3.22301, -2.85556, -3.85864], [-3.04455, -4.19637, -4.55027], [-6.82897, -1.77302, -2.90302], [-7.24620, -1.13305, -1.69332], [-6.49809, 0.17509, -1.49359], [-6.52438, -3.77002, -4.07355], [-6.90605, -3.11837, -5.28714], [-5.93887, -3.40899, -6.42386], [-2.91175, -2.92833, -2.81367], [-2.58511, -2.10741, -4.33419], [-3.79784, -4.91682, -4.21996], [-2.05270, -4.60236, -4.34243], [-3.14389, -4.09217, -5.63197], [-7.11685, -1.80034, -0.83874], [-8.31783, -0.93156, -1.77388], [-5.43121, 0.08617, -1.70561], [-6.61811, 0.53760, -0.47068], [-6.88491, 0.93637, -2.17466], [-7.02469, -2.04313, -5.16475], [-7.88244, -3.52887, -5.55295], [-5.06547, -2.75989, -6.37572], [-6.41538, -3.21805, -7.38959], [-5.58629, -4.44179, -6.39531]],
  "forces_ev_per_a": [[1.8826, -1.3635, -2.1478], [-0.8527, 2.1297, 1.0757], [-0.5136, -0.8834, 0.5475], [0.9650, -0.1940, 0.2892], [0.1445, 0.8372, 0.4721], [0.3791, 0.3221, -0.7435], [-0.7311, 0.1325, -1.3423], [0.1053, 2.0769, 1.2816], [0.2576, -0.1446, -1.2480], [-0.2025, -0.6952, 2.0416], [-0.3357, -1.6346, -1.8116], [1.8454, 1.6266, -0.7415], [0.1404, 0.2792, 1.1393], [0.3086, -0.4174, -0.7812], [0.5989, -1.2759, 0.2237], [-0.4336, -0.6708, 0.7518], [-0.2242, 0.7746, 0.0520], [0.2887, 0.2036, 0.1713], [-0.0979, 1.3247, -0.6515], [0.4490, -1.3696, 0.1589], [-0.5728, 1.3987, 0.5767], [-1.3664, -0.2332, 0.0147], [0.8561, -0.8691, 0.1435], [-0.0984, -0.1473, -0.0591], [-1.0534, -0.9422, -0.3636], [-0.4706, 0.4747, 1.0789], [-0.0382, -1.2987, -0.9475], [-0.2291, -0.8878, 1.2715], [-0.2085, 0.9923, -0.9964], [-0.1298, -0.9796, -0.6896], [-0.2671, 0.2998, 1.3865], [-0.9777, 0.9330, -0.5481], [1.3332, -0.1912, 0.1863], [-0.6785, -0.0720, 0.9695], [-1.4973, -0.0680, -0.2566], [0.4864, 0.5615, 1.0552], [-0.5633, 1.2512, -0.5935], [1.5404, -0.0677, 0.2586], [0.0163, -1.0241, -1.1950], [-0.5310, 2.1623, 3.8763], [4.6435, -4.0477, -6.4089], [-0.3395, 0.4507, 0.6809], [-0.1294, 0.3152, -0.1330], [0.1523, 0.0915, -0.0524], [-0.3263, 0.3405, 1.1631], [-0.2883, -0.1760, -0.4032], [0.1102, -0.1630, -0.1663], [-3.4184, 0.9584, 1.3537], [0.7172, 0.2182, -0.3909], [-0.0595, 0.1377, -0.3169], [0.0528, -0.1714, 0.0002], [0.0397, -0.1561, 0.0499], [-0.0875, 0.0417, -0.0406], [-0.0330, -0.0375, 0.0286], [-0.0232, -0.0194, 0.0550], [0.0556, 0.0567, -0.1670], [0.1759, 0.1664, 0.0168], [-0.1443, 0.0500, 0.2553], [0.0586, 0.0349, 0.0095], [-0.0228, -0.0315, 0.0380], [-0.2654, 0.0130, 0.0780], [-0.2910, -0.0460, 0.1422], [-0.0935, -0.0104, 0.0594], [-0.0507, -0.0651, 0.1687], [0.0909, -0.1153, 0.1035], [-0.6569, -4.4463, 0.4171], [-0.5084, 8.0381, -3.9702], [-0.0400, -0.8781, 0.2786], [0.3689, -0.0852, 0.0171], [0.0371, -0.0060, -0.1800], [-0.3154, -1.2781, 0.3139], [0.2560, 0.5042, 0.2996], [-0.1374, 0.0754, -0.1087], [0.9878, -1.9891, 3.0126], [0.1559, 0.2215, -0.7710], [0.3124, 0.1570, -0.0423], [-0.1265, 0.1313, 0.0013], [-0.1541, 0.0621, 0.0394], [0.0763, -0.0058, 0.0597], [-0.0280, 0.0060, 0.0475], [-0.0412, -0.0354, 0.0325], [0.1244, 0.0858, -0.1000], [0.0393, -0.1132, -0.2299], [-0.0607, -0.2122, 0.1885], [0.0117, -0.0256, -0.0969], [-0.0608, -0.0555, 0.0405], [0.0533, -0.0906, 0.2586], [-0.0250, -0.1044, 0.2993], [-0.0113, -0.0495, 0.1036], [-0.1321, -0.0924, 0.0909], [-0.1735, -0.0007, -0.0309]]
}

---

(2)
{
  "formula": "C6H8Cl8F24NO4P3S2V2",
  "method": "ωB97M-V/def2-TZVPD",
  "multiplicity": 8,
  "lumo_energy_ev": [0.67, 1.00],
  "e_tot_ha": -10376.5202,
  "s_squared": 15.7537,
  "charge": -1,
  "symbols": ["V", "V", "P", "F", "F", "F", "F", "F", "F", "P", "F", "F", "F", "F", "F", "F", "P", "F", "F", "F", "F", "F", "F", "C", "F", "F", "F", "S", "O", "O", "N", "S", "O", "O", "C", "F", "F", "F", "C", "Cl", "Cl", "H", "H", "C", "Cl", "Cl", "H", "H", "C", "Cl", "Cl", "H", "H", "C", "Cl", "Cl", "H", "H"],
  "positions_angstrom": [[-1.90941, -3.72741, -2.37848], [1.17126, -1.02160, 1.50620], [1.32695, -4.23366, -0.71577], [1.20470, -2.74215, -0.06236], [0.20022, -3.77421, -1.82360], [2.50747, -3.71715, -1.70877], [1.54578, -5.62163, -1.45767], [2.45911, -4.57147, 0.43633], [0.19071, -4.75473, 0.26211], [-0.97625, -2.52388, 2.89537], [-0.73715, -0.91912, 2.58980], [0.58616, -2.66904, 2.68797], [-0.71320, -2.24551, 4.45792], [-1.18718, -4.16477, 2.92244], [-2.59996, -2.19279, 3.03604], [-1.12415, -2.73222, 1.33563], [4.06234, -1.16236, 1.27197], [2.85331, -0.87030, 0.23980], [3.10124, -2.25776, 1.93477], [4.71578, -2.37313, 0.28394], [5.17906, -1.62383, 2.36603], [4.98169, -0.00184, 0.64633], [3.18701, -0.21148, 2.29538], [-2.90531, -0.02215, 0.29206], [-3.40618, -1.20645, 0.69244], [-3.89919, 0.66447, -0.28026], [-2.36628, 0.63999, 1.29487], [-1.43944, -0.27457, -0.95615], [-1.50316, -1.70480, -1.47159], [-1.57813, 0.62147, -2.07883], [0.05271, -0.12773, 0.01222], [0.39093, 1.36878, -0.08147], [-0.64634, 2.41218, -0.12826], [1.26096, 1.33651, 1.09134], [1.59116, 1.50183, -1.68947], [2.62067, 2.25546, -1.32391], [1.98093, 0.23310, -1.98711], [0.89878, 2.05136, -2.76564], [5.39025, 0.57891, -2.95963], [4.29353, -0.74598, -3.51127], [6.75149, 0.11907, -1.95262], [5.74296, 1.12678, -3.83343], [4.68121, 1.21565, -2.43056], [-1.51860, 3.57655, -4.54671], [-0.31944, 3.11392, -5.78544], [-2.37473, 4.93506, -5.32771], [-2.17296, 2.73350, -4.32497], [-0.92554, 3.88975, -3.68748], [-5.66121, 1.65863, 2.64122], [-7.21550, 1.97839, 3.34436], [-4.98233, 0.15492, 3.22367], [-5.73854, 1.46499, 1.57135], [-4.95852, 2.45751, 2.87811], [-2.35660, 4.41061, 2.09907], [-2.10933, 3.20254, 3.34509], [-3.44409, 5.75236, 2.55057], [-1.35190, 4.75911, 1.85979], [-2.80775, 3.98034, 1.20497]],
  "forces_ev_per_a": [[1.0495, 0.8756, 0.8774], [0.2325, 0.8751, -0.2625], [4.2243, -0.3190, 1.6339], [-0.4373, 0.1744, -0.3994], [-1.1291, -0.1037, -0.8889], [-0.7291, 1.0055, 0.2958], [-1.2146, -0.9858, 0.3409], [-0.9910, -0.0941, -1.0079], [-0.3959, -0.3613, -0.6426], [-3.6167, -1.9596, 0.6057], [0.3948, 1.0422, 0.1779], [2.1384, -1.2174, 0.4644], [-0.6008, -0.7709, -0.7292], [0.1947, 1.6636, 1.8545], [1.7507, -0.6172, 0.2991], [-0.6760, 0.9856, -1.7027], [3.4914, -3.4724, 0.1739], [-0.0228, 0.3943, -1.5793], [-1.0145, -2.0274, 0.1600], [-1.2093, 2.3729, 0.6212], [-0.5078, 1.6843, -0.2897], [-1.1213, -0.6274, 0.7567], [1.4274, 1.9654, 0.5690], [0.0261, -1.0376, 0.3438], [0.7830, 1.2884, -0.6636], [0.7303, -0.0686, 0.1100], [-0.7472, -0.0068, -0.1380], [0.7947, -5.0000, -2.2368], [-0.3223, 2.4711, 1.8368], [0.2213, 0.4242, 1.3773], [-6.0624, -1.8857, -4.0802], [1.6029, 3.8262, 1.2054], [1.7752, -1.8737, -0.4147], [0.9095, 1.2820, -0.1043], [-1.7178, -0.7442, 0.1608], [-0.4775, -0.3710, -0.7409], [-0.6098, 2.2919, 0.1940], [1.5876, -0.8670, 1.8995], [-1.1322, 0.3208, -0.3807], [0.9281, 0.0449, 0.0190], [-0.2276, -0.1260, -0.2008], [0.0891, -0.3650, 0.0742], [0.5711, 0.0137, 0.3549], [0.7290, 0.2214, -0.8310], [0.2310, -0.6858, 0.2181], [-0.4628, -0.0566, 0.8357], [0.0252, 0.3116, -0.1213], [-0.5012, 0.1538, -0.0439], [0.7847, -0.3234, -0.6547], [-0.6472, 0.3179, 0.1555], [0.3769, -0.5586, 0.5199], [-0.2838, 0.6421, 0.1040], [-0.2368, -0.0304, -0.0783], [0.2652, 0.1043, -0.6923], [-0.3563, -0.1535, 0.2055], [0.3259, -0.1819, 0.1612], [-0.3736, 0.3797, -0.0098], [0.1641, -0.2408, 0.2873]]
}